A cluster of 7 separate species, C30H38IN7O2 in total at a distorted geometry, computed with ωB97M-V/def2-TZVPD.

## Properties
- Energy: -1997.21142 a.u.
- Orbital gap: 8.1 eV
- Relative energy (zero: lowest compared OMol25 entry of this formula, charge and spin): 0.321 eV
- E_LUMO: 0.117 eV
- HOMO: -7.960 eV

Each atom is followed by the atoms it is bonded to, with distances in Å.
Geometry (Å):
1 C -4.23668 -2.66383 0.50437  C2 1.228, H11 1.126
2 C -4.49357 -3.32934 1.50370  C1 1.228, O3 1.402
3 O -4.47176 -4.35004 2.46508  C2 1.402, C4 1.429
4 C -3.23105 -4.34226 3.17402  O3 1.429, O5 1.224, N6 1.451
5 O -2.93481 -3.31250 3.76569  C4 1.224
6 N -2.33274 -5.47646 3.27979  C4 1.451, C7 1.486, H12 1.026
7 C -1.25187 -5.44772 2.26099  N6 1.486, C8 1.588, H13 1.138, H14 1.140
8 C -1.73159 -5.16312 0.77402  C7 1.588, C9 1.620, I10 2.186, H15 1.132
9 C -0.54678 -5.33062 -0.31836  C8 1.620, H16 1.138, H17 1.130, H18 1.135
10 I -3.29990 -6.56600 0.18231  C8 2.186
11 H -3.77686 -2.06351 -0.33045  C1 1.126
12 H -2.83612 -6.37021 3.30965  N6 1.026
13 H -0.67089 -6.42346 2.33726  C7 1.138
14 H -0.52806 -4.62136 2.56626  C7 1.140
15 H -2.03892 -4.07559 0.71600  C8 1.132
16 H -0.41561 -4.33464 -0.85221  C9 1.138
17 H 0.44743 -5.60463 0.14280  C9 1.130
18 H -0.88961 -6.06350 -1.11465  C9 1.135
19 C -3.69548 1.94616 0.02517  C20 1.418, C23 1.372, H24 1.080
20 C -4.01333 2.50037 -1.24060  C19 1.418, C21 1.372, H25 1.079
21 C -3.46764 1.67976 -2.19551  C20 1.372, N22 1.369, H26 1.079
22 N -2.82811 0.65295 -1.55561  C21 1.369, C23 1.371, H27 1.007
23 C -2.96726 0.80523 -0.20030  C19 1.372, N22 1.371, H28 1.080
24 H -3.97030 2.33846 0.99264  C19 1.080
25 H -4.57889 3.39973 -1.43073  C20 1.079
26 H -3.47768 1.73821 -3.27252  C21 1.079
27 H -2.33316 -0.09726 -2.01063  N22 1.007
28 H -2.53486 0.09027 0.48388  C23 1.080
29 C -0.02587 4.30910 -4.86808  C30 1.418, C33 1.372, H34 1.079
30 C -1.05853 3.42516 -4.46486  C29 1.418, C31 1.372, H35 1.080
31 C -2.06659 3.52515 -5.39039  C30 1.372, N32 1.369, H36 1.079
32 N -1.68340 4.43959 -6.33475  C31 1.369, C33 1.369, H37 1.006
33 C -0.43833 4.91811 -6.02627  C29 1.372, N32 1.369, H38 1.079
34 H 0.91463 4.47898 -4.36642  C29 1.079
35 H -1.06223 2.78676 -3.59421  C30 1.080
36 H -3.02152 3.02734 -5.45843  C31 1.079
37 H -2.23131 4.71623 -7.13182  N32 1.006
38 H 0.04422 5.64972 -6.65536  C33 1.079
39 C 1.52771 3.89931 0.96123  C40 1.418, C43 1.373, H44 1.079
40 C 2.07464 2.86779 1.76550  C39 1.418, C41 1.372, H45 1.080
41 C 1.12249 1.88526 1.87290  C40 1.372, N42 1.369, H46 1.079
42 N 0.01944 2.28685 1.16755  C41 1.369, C43 1.369, H47 1.007
43 C 0.26037 3.51092 0.60442  C39 1.373, N42 1.369, H48 1.079
44 H 2.00910 4.82207 0.67504  C39 1.079
45 H 3.05609 2.84734 2.21471  C40 1.080
46 H 1.13373 0.93815 2.38983  C41 1.079
47 H -0.83595 1.76297 1.07592  N42 1.007
48 H -0.48975 3.99897 0.00131  C43 1.079
49 C 3.33178 7.05604 2.44132  C50 1.418, C53 1.372, H54 1.079
50 C 4.62941 6.87471 2.98342  C49 1.418, C51 1.372, H55 1.079
51 C 5.52764 7.04732 1.96064  C50 1.372, N52 1.369, H56 1.079
52 N 4.82123 7.32159 0.82044  C51 1.369, C53 1.369, H57 1.006
53 C 3.48201 7.33393 1.10623  C49 1.372, N52 1.369, H58 1.079
54 H 2.39321 6.99130 2.97043  C49 1.079
55 H 4.87740 6.64415 4.00834  C50 1.079
56 H 6.60525 6.99769 1.94512  C51 1.079
57 H 5.22354 7.48882 -0.08629  N52 1.006
58 H 2.75410 7.53737 0.33621  C53 1.079
59 C 1.59528 -1.62291 -3.97507  C60 1.417, C63 1.372, H64 1.079
60 C 0.78820 -1.15185 -2.90961  C59 1.417, C61 1.372, H65 1.080
61 C -0.24609 -2.04098 -2.75722  C60 1.372, N62 1.370, H66 1.080
62 N -0.09626 -3.02879 -3.69399  C61 1.370, C63 1.368, H67 1.006
63 C 1.02682 -2.78373 -4.43651  C59 1.372, N62 1.368, H68 1.079
64 H 2.49282 -1.16379 -4.36010  C59 1.079
65 H 0.94748 -0.26136 -2.31974  C60 1.080
66 H -1.07507 -2.05628 -2.06554  C61 1.080
67 H -0.71500 -3.81301 -3.81665  N62 1.006
68 H 1.32292 -3.45405 -5.22816  C63 1.079
69 C 3.41797 -5.40467 4.00114  C70 1.418, C73 1.372, H74 1.079
70 C 2.89060 -5.67650 5.28908  C69 1.418, C71 1.372, H75 1.079
71 C 1.73173 -4.95329 5.41754  C70 1.372, N72 1.369, H76 1.079
72 N 1.54148 -4.25120 4.25785  C71 1.369, C73 1.370, H77 1.007
73 C 2.56266 -4.52523 3.38698  C69 1.372, N72 1.370, H78 1.079
74 H 4.32209 -5.80903 3.57200  C69 1.079
75 H 3.31261 -6.32951 6.03778  C70 1.079
76 H 1.02834 -4.87655 6.23189  C71 1.079
77 H 0.77054 -3.63073 4.07381  N72 1.007
78 H 2.59248 -4.07033 2.40880  C73 1.079